Record 1
C12H42ClN5O4 | wB97M-V/def2-TZVPD

Computed properties:
HOMO level = -0.51481 Eh
orbital gap = 7.9 eV
E_LUMO = -6.127 eV
DFT total energy = -41250.4758 eV
max |F| = 0.25914 Eh/bohr
energy relative to the best compared isomer or geometry (same formula, charge and spin) = 16.231 eV

```
! wB97M-V def2-TZVPD RIJCOSX def2/J DEFGRID3
* xyz 2 1
N 1.22812 -2.40831 1.54326
H 0.95231 -3.15670 2.16290
H 1.51517 -2.98203 0.76317
H 1.96460 -1.77599 1.82227
H 0.44818 -1.80303 1.33008
N 1.11553 1.43314 3.49323
H 0.55383 1.38290 4.33113
H 1.03775 2.32644 3.02840
H 0.91965 0.73766 2.78752
H 2.04450 1.22700 3.83183
N 0.34116 2.52518 0.43654
H -0.51943 2.89938 0.06310
H 0.15705 1.53239 0.46032
H 0.37026 2.84155 1.39527
H 1.18998 2.77121 -0.05241
Cl -0.78624 -0.18110 1.04468
O -1.13708 0.45208 -0.23233
O -1.75785 0.07850 2.04772
O -0.46832 -1.57498 0.89342
O 0.44331 0.56719 1.34576
C 3.51985 -1.95218 -0.48090
C 2.02689 -2.10527 -0.90230
N 1.21520 -3.20043 -0.31235
C -0.23016 -3.14170 -0.68461
C -1.16563 -3.94937 0.24060
C 1.65376 -4.57615 -0.62374
C 1.84109 -4.93503 -2.17877
H 3.96300 -2.90177 -0.78090
H 3.57570 -1.95446 0.60766
H 3.94856 -1.10953 -1.02335
H 1.65132 -1.08816 -0.79035
H 1.99171 -2.39389 -1.95281
H -0.52956 -2.11927 -0.45420
H -0.46225 -3.29277 -1.73885
H -0.82033 -4.16786 1.25111
H -2.10063 -3.39141 0.29124
H -1.41293 -4.95872 -0.08828
H 1.09722 -5.30365 -0.03289
H 2.68944 -4.65125 -0.29233
H 2.81635 -4.57551 -2.50696
H 1.07703 -4.57657 -2.86857
H 1.79093 -6.01254 -2.33546
C -3.48510 2.43407 -1.53409
C -2.14330 2.04180 -0.87223
N -1.33118 3.12207 -0.47120
C -0.57188 3.84520 -1.52377
C 0.16857 2.95980 -2.53201
C -2.01461 3.98447 0.47248
C -2.22971 3.64822 1.96938
H -4.19782 2.86551 -0.83125
H -3.93714 1.49047 -1.83966
H -3.29172 3.08062 -2.39006
H -2.42452 1.52141 0.04331
H -1.50410 1.39653 -1.47486
H -1.19710 4.45435 -2.17656
H 0.11525 4.50956 -0.99975
H 0.73562 2.17916 -2.02490
H -0.40670 2.47393 -3.32010
H 0.93238 3.56326 -3.02245
H -2.94843 4.38653 0.07950
H -1.25683 4.76038 0.58126
H -3.03881 2.92356 2.06057
H -2.40052 4.56319 2.53663
H -1.32115 3.26123 2.43075
*
```

=====

Record 2
C3H4ClI | wB97M-V/def2-TZVPD

Computed properties:
HOMO level (alpha / beta) = -0.32210 / -0.32213 Eh
orbital gap (alpha / beta) = 5.9 / 5.9 eV
E_LUMO (alpha / beta) = -2.854 / -2.851 eV
DFT total energy = -23794.8292 eV
max |F| = 0.06027 Eh/bohr
energy relative to the best compared isomer or geometry (same formula, charge and spin) = 3.045 eV

```
! wB97M-V def2-TZVPD RIJCOSX def2/J DEFGRID3
* xyz 0 1
C -0.02777 -0.20526 -0.74025
C 0.06281 -0.21869 0.73659
C 0.98991 -0.97678 -0.02182
Cl 1.31702 -2.70062 -0.00697
I 4.08788 0.27124 0.02508
H -0.83493 -0.69151 -1.23371
H 0.17041 0.72190 -1.28256
H 0.24213 0.57827 1.50656
H -0.72844 -0.76399 1.12478
*
```

=====

Record 3
C4H6N2O | wB97M-V/def2-TZVPD

Computed properties:
HOMO level = -0.35967 Eh
orbital gap = 10.7 eV
E_LUMO = 0.890 eV
DFT total energy = -9266.3682 eV
max |F| = 0.12935 Eh/bohr
SMILES string = [H]/N=C\NOCC#C
energy relative to the best compared isomer or geometry (same formula, charge and spin) = 7.134 eV

```
! wB97M-V def2-TZVPD RIJCOSX def2/J DEFGRID3
* xyz 0 1
H -2.80575 -0.19950 0.65964
N -2.37206 0.74536 0.87384
C -1.49450 0.84897 -0.07156
N -1.11546 -0.14616 -1.03132
O 0.13608 0.34563 -1.46920
C 1.12388 0.54864 -0.23007
C 1.46066 -0.81851 0.18909
C 1.80662 -1.77087 0.79589
H -1.22568 2.01447 0.06752
H -0.82484 -1.02622 -0.66305
H 1.97618 0.97821 -0.75616
H 0.79403 1.17055 0.50170
H 2.54085 -2.69058 1.13368
*
```

=====

Record 4
C5H11NO | wB97M-V/def2-TZVPD

Computed properties:
HOMO level = -0.35145 Eh
orbital gap = 9.4 eV
E_LUMO = -0.122 eV
DFT total energy = -8897.7968 eV
max |F| = 0.02777 Eh/bohr
energy relative to the best compared isomer or geometry (same formula, charge and spin) = 3.901 eV

```
! wB97M-V def2-TZVPD RIJCOSX def2/J DEFGRID3
* xyz 0 1
C -1.09268 -0.77574 -2.77797
N 0.19043 0.11490 -1.42745
C -0.35343 -0.13787 -0.21734
O -1.37181 -0.72751 0.12265
C 0.67504 0.42854 0.79131
C -0.05400 1.44235 1.67144
C 1.24021 -0.74906 1.58294
H -0.38246 -1.21963 -3.46981
H -1.85080 -0.16286 -3.29424
H -1.55081 -1.45636 -2.06960
H -0.41371 0.33190 -2.31045
H 1.49725 0.93320 0.26000
H -0.90582 0.95915 2.16090
H -0.43006 2.28883 1.08261
H 0.62385 1.83377 2.43762
H 1.93496 -0.38826 2.34862
H 0.42140 -1.28954 2.06898
H 1.77884 -1.44873 0.93113
*
```